No. 1
Molecular formula: H26NeO13
Method: DFT, ωB97M-V/def2-TZVPD

Calculated values
Relative energy (zero: lowest compared OMol25 entry of this formula, charge and spin) in kJ/mol: 113.6
Spin multiplicity: 1
Net charge: 0
Frontier orbital gap in eV: 8.9157

Each line ends with the natural charge from an NBO analysis.
Geometry (Å):
Ne  18.317  7.132  0.413  -0.001
O  20.809  4.927  -0.184  -0.952
H  21.372  4.959  0.589  0.473
H  19.926  4.814  0.166  0.489
O  17.866  7.612  -2.270  -0.948
H  17.866  7.747  -3.217  0.488
H  17.717  6.672  -2.162  0.478
O  16.544  9.302  3.172  -0.949
H  17.244  8.665  3.312  0.471
H  16.489  9.784  3.997  0.463
O  20.157  8.758  2.094  -0.958
H  19.674  8.056  2.530  0.499
H  20.762  9.083  2.760  0.483
O  18.835  10.842  0.844  -0.977
H  18.056  10.402  0.503  0.481
H  19.267  10.181  1.385  0.474
O  18.355  7.183  3.532  -0.989
H  18.494  7.082  4.474  0.492
H  17.540  6.712  3.358  0.512
O  20.188  4.816  3.584  -0.958
H  21.018  4.974  3.134  0.472
H  19.609  5.511  3.271  0.478
O  18.123  4.359  1.328  -0.964
H  17.443  4.890  1.742  0.481
H  18.401  3.750  2.012  0.491
O  16.381  9.586  -0.421  -0.953
H  15.490  9.295  -0.225  0.470
H  16.788  8.837  -0.855  0.485
O  15.255  3.699  0.574  -0.948
H  16.197  3.843  0.671  0.475
H  15.111  2.815  0.912  0.466
O  20.707  7.059  -2.120  -0.980
H  19.784  7.272  -2.258  0.473
H  20.697  6.360  -1.466  0.484
O  15.928  5.932  2.953  -0.965
H  15.018  6.213  3.049  0.510
H  15.940  5.039  3.295  0.479
O  22.137  8.652  0.248  -0.983
H  21.796  8.137  -0.484  0.482
H  21.417  8.681  0.877  0.474

---

No. 2
Molecular formula: C3H4N2O2
Method: DFT, ωB97M-V/def2-TZVPD

Calculated values
Relative energy (zero: lowest compared OMol25 entry of this formula, charge and spin) in kJ/mol: 433.0
Spin multiplicity: 1
Net charge: 0
Frontier orbital gap (alpha / beta) in eV: 8.0364 / 8.0330

Each line ends with the natural charge from an NBO analysis.
Geometry (Å):
C  -1.483  -0.804  -0.110  -0.070
N  -0.349  -0.158  -0.157  -0.154
N  0.748  -0.752  -0.639  -0.451
C  1.946  -0.370  -0.085  0.484
O  2.141  0.281  0.920  -0.600
C  -0.546  1.275  0.245  0.548
O  0.256  2.140  0.252  -0.415
H  -2.412  -0.260  -0.203  0.196
H  -1.468  -1.881  -0.102  0.223
H  -1.602  1.333  0.565  0.123
H  2.768  -0.806  -0.686  0.116

---

- Look up the net charge of the second one.
  0